No. 1
C49H42AgN2P2Si | ωB97M-V/def2-TZVPD

Each line ends with the Mulliken charge.
CARTESIAN COORDINATES (ANGSTROEM)
Ag -0.133 -1.419 -0.410  0.101
C 3.333 -3.457 0.434  -1.438
Si 2.173 -1.884 0.465  0.758
C 3.407 -0.470 -0.032  0.791
C 4.785 -0.600 0.116  -0.056
C 5.682 0.312 -0.411  -1.007
C 5.210 1.427 -1.079  -1.048
C 3.848 1.603 -1.209  -0.327
C 2.953 0.656 -0.718  -0.364
P 1.175 0.947 -1.103  1.164
C 1.366 0.983 -2.927  1.159
C 1.078 -0.219 -3.573  -0.585
C 1.236 -0.344 -4.941  -0.633
C 1.700 0.729 -5.686  -0.636
C 1.988 1.927 -5.052  -0.868
C 1.817 2.060 -3.685  -0.458
C 1.109 2.708 -0.627  0.240
C 1.623 3.054 0.627  -0.906
C 1.511 4.343 1.104  -0.548
C 0.848 5.308 0.358  -0.734
C 0.285 4.962 -0.863  -0.641
C 0.402 3.672 -1.346  -0.357
C 2.021 -1.812 2.409  0.297
C 3.151 -1.891 3.217  -0.175
C 3.081 -2.170 4.569  -0.895
C 1.847 -2.407 5.154  -0.888
C 0.704 -2.281 4.392  -0.449
C 0.781 -1.964 3.036  -0.219
P -0.781 -1.610 2.137  2.136
C -1.074 0.035 2.873  -0.306
C -1.392 0.244 4.213  0.287
C -1.553 1.528 4.700  -0.859
C -1.411 2.619 3.856  -0.865
C -1.108 2.419 2.518  -0.485
C -0.926 1.135 2.037  0.576
C -1.956 -2.653 3.041  0.036
C -3.236 -2.205 3.373  -0.560
C -4.169 -3.081 3.891  -0.645
C -3.857 -4.422 4.059  -0.500
C -2.601 -4.886 3.694  -0.652
C -1.666 -4.014 3.178  -0.604
H 4.135 -3.416 1.165  0.426
H 3.780 -3.605 -0.544  0.339
H 2.742 -4.340 0.661  0.324
H 5.181 -1.465 0.626  0.308
H 6.749 0.147 -0.321  0.392
H 5.894 2.145 -1.512  0.432
H 3.479 2.481 -1.717  0.157
H 0.713 -1.057 -2.986  0.257
H 0.994 -1.281 -5.422  0.518
H 1.834 0.635 -6.756  0.372
H 2.356 2.768 -5.625  0.384
H 2.037 3.013 -3.222  0.311
H 2.118 2.293 1.217  0.311
H 1.944 4.599 2.061  0.450
H 0.752 6.316 0.738  0.364
H -0.252 5.697 -1.449  0.417
H -0.064 3.405 -2.284  0.328
H 4.122 -1.744 2.767  0.298
H 3.983 -2.234 5.165  0.389
H 1.774 -2.680 6.200  0.410
H -0.259 -2.463 4.851  0.230
H -1.525 -0.598 4.877  0.359
H -1.790 1.679 5.746  0.416
H -1.538 3.623 4.238  0.399
H -1.015 3.264 1.851  0.585
H -0.670 0.963 0.997  -0.238
H -3.489 -1.162 3.229  0.439
H -5.151 -2.721 4.165  0.393
H -4.593 -5.106 4.456  0.376
H -2.363 -5.934 3.813  0.396
H -0.690 -4.374 2.879  0.459
C -3.144 0.550 -0.865  -1.852
N -2.268 -0.536 -1.233  0.506
C -2.689 -1.303 -2.183  -0.044
C -1.985 -2.416 -2.676  -0.220
C -2.327 -3.253 -3.754  -1.034
C -1.319 -4.196 -3.843  -0.742
C -0.418 -3.896 -2.818  -0.816
N -0.806 -2.835 -2.121  0.358
C -3.147 1.708 -1.838  0.868
C -4.171 2.647 -1.774  -0.716
C -4.187 3.729 -2.633  -0.551
C -3.175 3.893 -3.565  -0.658
C -2.167 2.950 -3.651  -0.399
C -2.153 1.863 -2.794  0.297
H -2.825 0.939 0.110  0.142
H -4.184 0.193 -0.764  0.578
H -3.663 -1.104 -2.657  0.221
H -3.194 -3.153 -4.384  0.481
H -1.229 -5.006 -4.546  0.432
H 0.492 -4.413 -2.563  0.503
H -4.963 2.528 -1.044  0.406
H -4.998 4.443 -2.586  0.382
H -3.175 4.754 -4.219  0.408
H -1.383 3.053 -4.390  0.432
H -1.360 1.131 -2.861  0.180

Computed properties:
**Energy relative to the best compared isomer or geometry (same formula, charge and spin)**: 16.0 kcal/mol
**Net charge**: -1

No. 2
C49H42N3O6Si | ωB97M-V/def2-TZVPD

Each line ends with the Mulliken charge.
CARTESIAN COORDINATES (ANGSTROEM)
C -2.718 -0.229 5.113  -1.003
Si -4.123 0.007 3.877  0.135
C -4.969 -1.670 3.798  -1.215
C -3.346 0.432 2.212  -0.797
N -5.192 1.345 4.515  0.147
C -4.427 2.581 4.866  -0.493
C -4.812 3.792 4.059  -0.394
C -6.339 3.807 4.101  -0.840
N -6.776 2.669 3.277  -0.270
C -6.318 1.489 3.877  -0.030
N -7.150 0.417 3.841  -0.273
H -3.026 -0.971 5.842  0.349
H -2.420 0.674 5.630  0.382
H -1.879 -0.665 4.585  0.312
H -5.605 -1.769 2.928  0.367
H -4.194 -2.428 3.802  0.397
H -5.543 -1.795 4.708  0.342
H -3.573 -0.322 1.471  0.617
H -2.275 0.484 2.340  0.103
H -3.696 1.408 1.879  0.310
H -3.363 2.428 4.770  0.335
H -4.625 2.797 5.910  0.346
H -4.547 3.597 3.024  0.141
H -4.365 4.717 4.392  0.416
H -6.613 3.553 5.119  0.353
H -6.772 4.747 3.799  0.414
H -6.447 2.756 2.319  0.336
H -7.428 0.003 4.716  0.268
H -7.426 0.045 2.946  0.259
C 3.529 -2.236 -3.432  -0.628
C 2.600 -2.554 -4.418  -0.579
C 1.336 -1.990 -4.392  -0.637
C 0.989 -1.115 -3.372  0.294
C 1.916 -0.812 -2.370  0.330
C 3.188 -1.368 -2.410  -0.658
C 1.553 0.091 -1.250  0.650
O 2.346 0.363 -0.370  -0.729
C 0.173 0.650 -1.209  0.717
C -0.203 1.445 -0.134  -0.882
C -1.480 1.969 -0.075  -0.513
C -2.388 1.715 -1.100  -0.592
C -2.016 0.927 -2.176  -0.798
C -0.739 0.382 -2.227  0.193
C -0.366 -0.503 -3.369  0.633
O -1.156 -0.719 -4.262  -0.695
H 4.519 -2.671 -3.461  0.444
H 2.866 -3.241 -5.210  0.434
H 0.615 -2.231 -5.161  0.506
H 3.907 -1.122 -1.641  0.535
H 0.504 1.644 0.660  0.424
H -1.770 2.578 0.771  0.607
H -3.388 2.129 -1.056  0.424
H -2.718 0.724 -2.973  0.536
C 1.082 -1.065 2.242  -0.303
C -0.175 -1.588 1.955  0.131
C -0.489 -2.887 2.315  -1.199
C 0.457 -3.675 2.957  0.319
C 1.726 -3.159 3.223  0.324
C 2.032 -1.849 2.873  -1.154
C 2.772 -4.004 3.869  0.557
O 3.872 -3.553 4.105  -0.651
C 2.431 -5.413 4.207  0.176
C 3.405 -6.234 4.759  -0.560
C 3.100 -7.543 5.090  -0.488
C 1.816 -8.036 4.881  -0.491
C 0.841 -7.224 4.327  -0.561
C 1.146 -5.914 3.980  0.199
C 0.096 -5.064 3.356  0.522
O -1.027 -5.488 3.170  -0.672
H 1.321 -0.048 1.963  0.393
H -0.911 -0.976 1.446  0.617
H -1.467 -3.295 2.096  0.549
H 3.013 -1.449 3.091  0.494
H 4.402 -5.848 4.924  0.477
H 3.862 -8.182 5.515  0.411
H 1.578 -9.057 5.147  0.400
H -0.156 -7.606 4.159  0.472
C 3.014 2.487 -9.578  -0.484
C 2.216 1.575 -8.895  -0.574
C 2.184 1.579 -7.511  -0.520
C 2.959 2.489 -6.803  0.148
C 3.777 3.390 -7.488  0.342
C 3.793 3.392 -8.877  -0.631
C 4.650 4.344 -6.748  0.487
O 5.356 5.130 -7.341  -0.671
C 4.639 4.300 -5.259  0.458
C 5.486 5.141 -4.548  -0.693
C 5.478 5.119 -3.164  -0.472
C 4.619 4.264 -2.482  -0.602
C 3.776 3.421 -3.186  -0.522
C 3.788 3.429 -4.575  0.124
C 2.901 2.493 -5.317  0.321
O 2.150 1.746 -4.722  -0.562
H 3.031 2.487 -10.659  0.396
H 1.617 0.861 -9.445  0.424
H 1.561 0.874 -6.977  0.541
H 4.418 4.099 -9.405  0.489
H 6.151 5.807 -5.079  0.492
H 6.143 5.771 -2.612  0.389
H 4.611 4.253 -1.400  0.443
H 3.110 2.751 -2.658  0.690

Computed properties:
**Net charge**: +1

Highest occupied orbital energy values (in eV) by entry order: -3.08 -10.94.
LUMO energy values (in eV) by entry order: 2.56 -3.93.